No. 1
Entry from OMol25: a molecular structure, C59H47GeIN7S3Tl at a distorted geometry (ωB97M-V with the def2-TZVPD basis set).

Geometry as XYZ:
```
119
Properties=species:S:1:pos:R:3:forces:R:3
Tl 0.233622 -0.041693 0.225488 0.16 -0.09 0.20
C -2.476343 0.868389 5.356926 0.11 0.03 -0.11
S -1.609609 2.311414 4.697306 0.03 -0.01 0.11
C -0.776236 1.656781 3.226984 0.01 0.03 -0.39
S -0.102740 0.075297 3.231888 0.06 0.31 0.11
N -0.801355 2.568104 2.293204 -0.38 0.03 0.10
N -0.138625 2.319220 1.125604 0.42 0.11 0.12
C -0.347414 3.230915 0.168857 -0.10 -0.14 0.15
C 0.288217 3.104206 -1.077791 0.13 -0.15 -0.08
C 0.080442 4.030164 -2.148820 0.02 -0.10 0.08
C 0.705465 3.840626 -3.346206 0.09 -0.15 0.01
C 1.545282 2.703951 -3.527205 -0.09 0.00 0.04
C 1.691410 1.838579 -2.456806 -0.24 0.21 0.05
N 1.108949 2.008655 -1.265942 0.20 0.34 -0.09
H -2.648343 1.030539 6.425068 0.04 0.01 -0.12
H -3.435967 0.729983 4.850190 0.09 -0.06 0.05
H -1.835874 -0.002759 5.205038 -0.08 -0.01 0.04
H -1.051318 4.048344 0.343199 0.07 -0.05 0.01
H -0.577309 4.878972 -1.985456 0.02 -0.03 -0.01
H 0.562168 4.547313 -4.157601 -0.01 -0.01 0.01
H 2.062389 2.523198 -4.463213 -0.02 0.01 0.06
H 2.304045 0.939105 -2.538970 -0.07 0.05 0.01
I 1.184034 -2.926553 -1.138739 0.27 -0.16 -0.23
C -0.316378 -3.932918 0.059330 0.13 0.09 0.14
C -0.138859 -5.285894 0.130750 -0.08 0.03 0.04
C -1.065331 -6.086448 0.841406 0.05 0.00 -0.01
C -2.117701 -5.480579 1.467914 0.02 0.02 -0.06
C -2.299329 -4.075616 1.421274 0.11 0.04 -0.09
C -3.377572 -3.467558 2.102274 0.06 0.04 0.08
C -3.542058 -2.115761 2.056975 0.11 0.10 0.26
C -2.638540 -1.292853 1.330364 0.85 -0.03 1.37
C -1.551541 -1.815711 0.644708 0.22 -0.21 -0.03
C -1.386156 -3.228329 0.694173 -0.20 -0.11 0.14
H 0.716636 -5.743800 -0.358254 -0.05 0.00 0.09
H -0.921836 -7.162090 0.901757 -0.03 0.10 -0.03
H -2.841156 -6.074423 2.020302 0.03 0.03 0.03
H -4.054742 -4.092889 2.679295 0.01 0.05 -0.07
H -4.366880 -1.643480 2.592061 0.08 -0.07 -0.07
H -2.150623 0.662527 1.047868 0.09 0.01 0.06
N -0.328743 -1.765624 -10.955994 0.12 -0.23 -0.85
C -0.479143 -1.471094 -9.861546 -0.16 0.28 1.11
C -0.679571 -1.090173 -8.483581 -0.02 -0.06 -0.26
C 0.321803 -1.276238 -7.540175 0.32 -0.14 0.08
C 0.137281 -0.883672 -6.228807 0.32 -0.15 -0.08
C -1.061084 -0.299602 -5.838369 0.00 0.03 0.09
C -2.076134 -0.136109 -6.771804 -0.23 0.05 -0.26
C -1.883193 -0.523696 -8.084012 -0.27 0.12 -0.06
N -1.240729 0.110346 -4.522088 -0.05 -0.07 -0.07
C -2.077579 1.125047 -4.063935 0.21 -0.22 0.08
C -1.917279 1.131918 -2.719421 0.05 0.08 0.34
N -1.029834 0.140788 -2.327803 -0.47 0.19 0.00
C -0.640347 -0.442848 -3.411832 -0.01 0.21 -0.19
H 1.257835 -1.724442 -7.847432 0.02 0.02 0.06
H 0.931440 -1.011271 -5.503629 -0.01 0.04 -0.08
H -3.025903 0.277878 -6.461531 0.02 0.00 -0.02
H -2.673287 -0.399684 -8.813385 -0.02 0.04 0.05
H -2.649505 1.757456 -4.724021 0.11 -0.09 0.04
H -2.367814 1.802028 -1.996757 0.17 -0.20 -0.15
H 0.064164 -1.262498 -3.465564 -0.14 0.07 -0.01
N -2.936484 0.073609 1.294808 0.63 -0.74 0.60
S -4.636955 1.415091 -0.553858 -0.62 0.40 -0.15
C -5.002313 1.737098 1.156703 -0.36 0.26 -0.21
C -4.414864 2.869182 1.724273 -0.11 0.00 -0.04
C -4.626277 3.168276 3.065077 -0.05 -0.11 -0.11
C -5.434292 2.347913 3.842439 -0.05 0.03 0.02
C -6.021513 1.223976 3.275218 0.06 0.01 -0.12
C -5.807253 0.911532 1.937728 -0.12 0.17 0.06
C -5.253039 -0.236477 -0.804395 0.05 -0.06 0.02
C -4.402730 -1.327411 -0.642926 -0.31 0.16 -0.74
C -4.884935 -2.614837 -0.857821 -0.08 0.03 -0.12
C -6.201138 -2.811707 -1.253269 0.10 0.02 0.05
C -7.045362 -1.721007 -1.428413 -0.02 0.11 0.01
C -6.573360 -0.433828 -1.201505 -0.09 -0.09 0.01
H -3.405698 0.424124 2.116309 0.27 -0.15 0.08
H -3.766644 3.497851 1.121885 0.03 -0.09 0.08
H -4.132152 4.019488 3.514870 0.02 -0.03 -0.08
H -5.589602 2.574432 4.890814 0.03 -0.02 -0.02
H -6.638233 0.567029 3.877773 0.00 0.01 0.01
H -6.242699 0.015507 1.514819 0.01 0.01 -0.02
H -3.378050 -1.177161 -0.326283 -0.71 -0.09 -1.14
H -4.223119 -3.460026 -0.698787 -0.01 0.08 -0.05
H -6.570551 -3.815632 -1.425668 -0.01 -0.01 0.01
H -8.073043 -1.871367 -1.739571 0.01 0.01 0.01
H -7.223912 0.424247 -1.322492 0.01 -0.01 -0.01
C 2.234347 -1.125436 -0.695655 -0.54 -0.09 0.39
Ge 3.561108 -1.376704 0.724783 -0.05 0.15 -0.07
C 3.481580 0.015736 2.109606 -0.04 0.07 0.10
C 3.859002 -0.219956 3.433343 -0.02 0.18 -0.07
C 3.835431 0.807406 4.372635 -0.01 -0.04 -0.11
C 3.442860 2.086287 3.995021 0.01 -0.08 -0.03
C 3.063264 2.333197 2.682054 -0.02 -0.01 0.03
C 3.080163 1.305182 1.749305 -0.02 -0.10 -0.01
C 5.288839 -0.947967 -0.138130 0.13 -0.10 -0.10
C 6.491683 -1.634298 0.039952 -0.04 0.08 -0.01
C 7.655150 -1.231001 -0.612926 -0.05 0.03 -0.01
C 7.634883 -0.123087 -1.450819 -0.10 -0.01 0.04
C 6.447170 0.583257 -1.628487 -0.01 -0.08 0.06
C 5.287479 0.170680 -0.982454 0.09 -0.09 -0.03
C 3.555454 -3.114421 1.642607 -0.16 -0.09 -0.11
C 4.259305 -4.237256 1.200624 -0.06 0.02 0.10
C 4.019769 -5.494428 1.750709 0.01 0.08 0.01
C 3.061908 -5.647782 2.745875 -0.01 0.04 -0.04
C 2.349031 -4.541552 3.194275 0.03 0.03 -0.08
C 2.592235 -3.288086 2.645093 0.06 -0.05 -0.03
H 4.161047 -1.217490 3.738758 0.00 0.04 0.02
H 4.105842 0.604481 5.403853 0.00 0.01 -0.03
H 3.411803 2.884544 4.728153 -0.03 -0.02 0.00
H 2.713693 3.317771 2.389620 0.00 -0.07 0.00
H 2.734790 1.508620 0.736756 0.00 0.02 0.07
H 6.528533 -2.493960 0.705273 0.02 0.09 -0.06
H 8.579658 -1.781327 -0.465473 -0.04 0.02 0.00
H 8.538426 0.189198 -1.963587 -0.02 0.01 0.03
H 6.424875 1.456392 -2.272629 -0.01 -0.04 0.02
H 4.360322 0.719959 -1.141229 0.12 -0.06 0.01
H 4.991786 -4.132720 0.404846 -0.07 -0.05 0.03
H 4.572114 -6.356786 1.391518 -0.02 0.02 0.00
H 2.851723 -6.630504 3.153919 0.03 0.03 0.01
H 1.583217 -4.657078 3.952302 0.01 0.01 -0.01
H 2.011429 -2.433246 2.985967 0.01 -0.07 -0.03
```
Forces are in eV/Å.

Output
- Energy above the lowest of the compared OMol25 structures with the same formula, charge and spin: 92.1 kcal/mol
- F_max: 0.0314 Eh/bohr
- HOMO (spin up / spin down): -0.002 / 0.004 hartree
- Charge: -2
- LUMO energy (spin up / spin down): 3.4322 / 3.4319 eV
- Kohn-Sham gap (spin up / spin down): 0.1283 / 0.1218 hartree
- Spin multiplicity: 1
- E_tot: -174186.7687 eV


No. 2
Entry from OMol25: a molecular structure, C59H48CrN2P3Si at a distorted geometry (ωB97M-V with the def2-TZVPD basis set).

Geometry as XYZ:
```
114
Properties=species:S:1:pos:R:3:forces:R:3
Cr -0.071517 -0.313840 0.209113 -0.40 -0.18 0.16
C -3.194990 -1.130001 -5.292900 0.04 -0.04 -0.07
C -2.007735 -0.427121 -5.432171 0.08 -0.08 -0.08
C -1.375290 0.107233 -4.321550 0.00 0.01 0.09
C -1.952731 -0.027331 -3.060647 0.12 -0.18 0.05
C -3.140679 -0.745829 -2.923328 0.03 0.06 0.01
C -3.754292 -1.297882 -4.036199 -0.06 -0.03 0.07
P -1.192232 0.762574 -1.598956 -0.61 0.65 -0.84
C -2.676096 1.395019 -0.743454 0.12 -0.18 0.21
C -3.262663 2.640538 -0.921458 0.01 -0.05 -0.08
C -4.384651 2.989873 -0.183371 0.00 0.07 -0.03
C -4.935942 2.100221 0.726094 0.00 -0.03 0.01
C -4.364974 0.847026 0.903483 -0.07 -0.06 0.01
C -3.236111 0.504754 0.178483 0.08 0.14 -0.08
C -0.241423 2.146674 -2.294301 0.24 -0.11 0.11
C -0.781798 3.009569 -3.246835 -0.03 0.01 0.02
C -0.019502 4.055975 -3.739064 -0.04 0.01 0.00
C 1.280931 4.242617 -3.286710 0.05 0.03 0.02
C 1.826438 3.377602 -2.350429 0.04 -0.01 0.05
C 1.082254 2.312340 -1.845856 -0.14 -0.36 0.15
Si 1.731643 1.091334 -0.544067 0.18 0.09 -0.07
C 2.339427 2.013734 0.993060 -0.24 -0.20 -0.14
C 3.608853 2.582009 1.119300 0.05 0.00 -0.02
C 3.945530 3.334504 2.231753 0.06 0.01 -0.04
C 3.010825 3.550087 3.236705 -0.06 0.00 0.02
C 1.750248 2.989537 3.135598 0.01 -0.02 0.04
C 1.420812 2.201009 2.033507 0.10 -0.13 -0.03
P -0.275914 1.541828 1.847865 0.24 0.95 0.64
C -1.127683 3.166006 1.791681 -0.10 -0.08 -0.14
C -1.765258 3.730237 2.894908 -0.05 -0.07 -0.10
C -2.210090 5.043630 2.842309 -0.01 0.03 0.00
C -2.015003 5.804664 1.700198 -0.06 0.05 0.05
C -1.371585 5.251374 0.603460 0.05 -0.02 -0.10
C -0.928696 3.940454 0.649986 0.04 -0.01 0.12
C -0.749546 0.909459 3.492776 -0.15 -0.07 -0.10
C 0.173037 0.508589 4.453438 -0.01 0.04 -0.09
C -0.267146 0.009039 5.671522 0.07 -0.02 0.05
C -1.623923 -0.099285 5.938853 0.02 -0.02 0.01
C -2.549665 0.276291 4.974419 -0.06 -0.04 0.00
C -2.115675 0.771178 3.756238 0.07 0.00 -0.06
C 3.088255 -0.090839 -1.110600 -0.20 0.17 0.07
C 4.362708 0.388637 -1.416309 0.03 -0.01 -0.07
C 5.430746 -0.475615 -1.593752 0.00 0.09 0.00
C 5.234247 -1.839301 -1.440675 -0.02 -0.04 0.01
C 3.965438 -2.338781 -1.190095 0.07 -0.08 0.05
C 2.878697 -1.479444 -1.049255 0.05 0.15 0.25
P 1.123720 -2.013012 -1.077127 0.55 -0.57 -0.77
C 0.946819 -2.288768 -2.879453 -0.15 0.11 -0.07
C 1.830371 -1.730237 -3.800440 -0.02 -0.04 0.09
C 1.788383 -2.127652 -5.129379 0.03 0.09 -0.06
C 0.859267 -3.064391 -5.549311 -0.07 0.03 -0.08
C -0.058894 -3.582821 -4.646032 -0.10 0.00 0.00
C -0.019091 -3.197099 -3.317786 0.04 0.08 0.01
C 0.949111 -3.751543 -0.528684 -0.24 0.18 0.22
C -0.163882 -4.073417 0.246450 0.12 -0.03 -0.09
C -0.379195 -5.369963 0.686340 -0.06 -0.06 0.02
C 0.514085 -6.371431 0.340986 -0.05 0.02 0.03
C 1.576676 -6.081520 -0.504019 0.04 -0.03 0.00
C 1.780434 -4.788004 -0.955604 0.02 0.04 -0.05
H -3.686138 -1.543625 -6.164043 0.00 0.02 0.01
H -1.569960 -0.289119 -6.411689 0.01 -0.02 -0.01
H -0.455972 0.663661 -4.442684 0.04 -0.06 -0.04
H -3.617386 -0.838301 -1.956236 -0.01 -0.04 -0.03
H -4.684984 -1.838115 -3.921777 0.01 0.00 0.00
H -2.843910 3.345898 -1.625964 0.00 0.03 0.03
H -4.829032 3.967190 -0.318514 0.00 -0.01 -0.01
H -5.814964 2.377546 1.292328 0.00 0.01 0.00
H -4.804654 0.140800 1.596965 0.01 0.00 0.00
H -2.795188 -0.485942 0.300464 -0.05 -0.04 0.05
H -1.788418 2.851497 -3.615572 0.02 0.03 -0.02
H -0.437887 4.725633 -4.478776 0.00 0.00 0.01
H 1.871261 5.065235 -3.668854 0.00 -0.01 -0.01
H 2.839727 3.541614 -2.000875 0.00 0.03 -0.03
H 4.348523 2.434340 0.342815 0.01 0.03 0.05
H 4.935063 3.765264 2.312589 -0.01 0.00 0.00
H 3.263586 4.158884 4.094582 0.00 -0.01 0.00
H 1.016607 3.172934 3.910950 0.00 0.00 0.03
H -1.914239 3.161077 3.800438 0.02 0.06 0.02
H -2.696939 5.474969 3.707042 -0.01 0.00 -0.01
H -2.352561 6.832305 1.670770 -0.01 -0.01 -0.01
H -1.207226 5.844511 -0.287616 0.01 -0.01 0.01
H -0.395055 3.521380 -0.193198 -0.03 0.08 -0.03
H 1.233942 0.588620 4.255826 0.03 0.02 0.03
H 0.458234 -0.284958 6.419862 -0.01 0.01 0.00
H -1.961259 -0.466574 6.899328 0.01 -0.01 -0.01
H -3.610102 0.193375 5.176544 0.01 0.01 0.00
H -2.837323 1.080769 3.007026 0.01 -0.03 0.08
H 4.518764 1.456228 -1.520145 0.07 -0.04 -0.02
H 6.413371 -0.087771 -1.828231 0.00 -0.01 -0.01
H 6.067137 -2.523220 -1.535821 0.00 0.00 -0.01
H 3.848550 -3.406480 -1.099885 0.00 0.04 0.01
H 2.583534 -1.022668 -3.478532 0.00 -0.01 -0.06
H 2.502018 -1.715360 -5.831410 -0.02 -0.01 0.00
H 0.847080 -3.391415 -6.581101 0.00 0.01 0.01
H -0.795522 -4.305861 -4.971369 0.01 0.01 -0.01
H -0.710313 -3.640211 -2.611216 -0.02 -0.01 -0.02
H -0.897829 -3.314199 0.469088 -0.02 0.06 0.13
H -1.250909 -5.600483 1.286021 0.01 0.01 -0.01
H 0.361247 -7.380985 0.698589 0.01 -0.01 -0.03
H 2.239984 -6.873633 -0.825048 0.00 0.02 -0.03
H 2.554008 -4.600998 -1.685907 0.00 -0.06 0.02
N 0.588174 -4.056085 5.045809 0.00 0.05 0.01
C 0.495013 -3.196776 4.021687 -0.03 0.09 -0.15
C 1.636242 -2.714161 3.351968 0.02 -0.06 0.09
C 1.491994 -1.852137 2.300883 0.08 0.07 -0.08
N 0.297866 -1.424300 1.846990 0.14 -0.36 0.53
C -0.794781 -1.871905 2.500644 0.00 -0.08 0.07
C -0.753269 -2.732039 3.558970 -0.01 -0.06 0.05
H 1.481986 -4.378923 5.371386 -0.01 -0.02 0.03
H -0.232018 -4.367346 5.534679 0.01 -0.04 0.02
H 2.624625 -3.023091 3.665288 0.01 0.03 -0.03
H 2.362939 -1.469318 1.779868 0.01 -0.04 0.01
H -1.757471 -1.516378 2.146154 0.02 0.03 0.00
H -1.671256 -3.041842 4.040201 -0.01 0.00 -0.03
```
Forces are in eV/Å.

Output
- F_max: 0.0238 Eh/bohr
- Expectation value of S²: 3.94
- HOMO (spin up / spin down): -0.485 / -0.475 hartree
- Charge: +2
- LUMO energy (spin up / spin down): -5.5090 / -5.1588 eV
- Kohn-Sham gap (spin up / spin down): 0.2829 / 0.2856 hartree
- Spin multiplicity: 4
- E_tot: -129098.3109 eV